[1]
Computed, not measured: C10H10N2O4Sn as an isolated structure, with the ωB97M-V functional and the def2-TZVPD basis.

Structure (XYZ):
```
27
Properties=species:S:1:pos:R:3:nbo_charge:R:1
Sn 0.000 0.000 0.000 1.359
O -2.539 -1.541 0.726 -0.262
O 1.321 -2.572 -0.887 -0.295
O 2.528 1.563 -0.718 -0.311
O -0.976 0.252 -2.884 -0.257
N 1.405 -0.350 1.538 -0.644
N 3.221 -0.888 2.730 -0.264
C 1.095 -0.322 2.853 -0.080
C -0.727 1.788 1.290 -0.426
C -1.210 1.981 0.009 -0.408
C -1.588 -0.948 0.456 0.291
C 0.817 -1.590 -0.548 0.234
C 4.583 -1.289 3.059 -0.431
C 2.717 -0.706 1.496 0.217
C -0.617 0.175 -1.791 0.333
C 1.569 0.986 -0.443 0.334
C 2.215 -0.646 3.588 -0.010
H 3.290 -0.846 0.587 0.245
H -2.235 1.726 -0.238 0.278
H -0.710 2.660 -0.672 0.275
H 0.118 -0.094 3.256 0.240
H 4.800 -2.276 2.598 0.251
H 0.158 2.313 1.630 0.277
H -1.367 1.379 2.065 0.272
H 5.299 -0.537 2.668 0.250
H 4.709 -1.374 4.159 0.260
H 2.284 -0.714 4.666 0.269
```

Output
- energy relative to the best compared isomer or geometry (same formula, charge and spin) (kJ/mol) = 991.1
- calculated total energy (eV) = -27504.23648
- total charge = +2
- highest occupied orbital energy (spin up / spin down) (eV) = -14.685 / -14.500
- gap between HOMO and LUMO (spin up / spin down) (eV) = 5.47 / 5.49
- F_max (eV Å⁻¹) = 10.750

[2]
Computed, not measured: a 2-piece molecular cluster, CH4N2O3P overall, with the ωB97M-V functional and the def2-TZVPD basis.

Structure (XYZ):
```
11
Properties=species:S:1:pos:R:3:nbo_charge:R:1
P -0.239 -0.328 -0.192 1.726
O -0.946 -2.247 1.383 -1.129
O -0.865 -0.396 -1.485 -1.093
O 1.182 1.698 0.586 -0.571
N -1.090 2.034 0.086 -0.833
N 1.381 -0.791 -0.459 -1.205
C 0.060 1.634 0.325 0.584
H -1.583 -2.143 0.632 0.408
H 1.776 -1.375 0.264 0.395
H -1.190 3.019 0.261 0.339
H 1.514 -1.106 -1.401 0.381
```

Output
- energy relative to the best compared isomer or geometry (same formula, charge and spin) (kJ/mol) = 452.4
- calculated total energy (eV) = -19513.20326
- total charge = -1
- highest occupied orbital energy (spin up / spin down) (eV) = -4.118 / -4.117
- gap between HOMO and LUMO (spin up / spin down) (eV) = 7.80 / 7.80
- F_max (eV Å⁻¹) = 4.480

[3]
Computed, not measured: C36H96F6O18Y as an isolated structure, with the ωB97M-V functional and the def2-TZVPD basis.

Structure (XYZ):
```
157
Properties=species:S:1:pos:R:3:lowdin_charge:R:1
Y 2.041 4.793 2.783 1.740
F 0.081 0.598 -1.724 0.148
F -0.368 -0.045 5.994 0.125
F -1.868 1.410 -1.362 0.166
F 0.044 -0.599 7.933 0.170
F -1.490 -0.633 -0.854 0.131
F -0.906 1.247 7.652 0.191
O -3.571 -6.173 0.563 -0.089
O 4.047 4.468 -0.329 -0.136
O 0.656 0.358 1.084 -0.098
O 4.888 2.049 3.225 -0.122
O 2.557 0.429 6.825 -0.101
O -0.645 -3.506 -6.903 -0.071
O -0.737 -6.208 4.188 -0.085
O -0.318 2.348 0.949 -0.115
O 1.281 7.854 0.873 -0.135
O 1.609 2.252 6.168 -0.107
O -1.297 7.707 -2.481 -0.099
O 6.274 -6.078 4.308 -0.082
O -7.496 2.677 0.622 -0.052
O 3.302 -7.825 1.880 -0.088
O -8.481 -3.417 -2.643 -0.075
O 3.204 -4.617 -5.018 -0.079
O -1.302 4.959 -8.148 -0.072
O -5.448 5.214 -6.439 -0.073
C 1.427 1.241 7.134 -0.354
C 4.293 -1.189 7.384 -0.063
C -1.997 -6.029 6.207 -0.092
C -6.260 3.214 0.545 -0.374
C -6.212 4.459 1.468 -0.084
C -0.951 0.603 -0.865 -0.567
C 6.197 1.560 3.079 -0.318
C -7.049 -1.564 -2.834 -0.102
C 3.075 -0.416 7.898 -0.238
C 4.187 -4.003 -4.181 -0.312
C 4.302 2.729 -1.884 -0.087
C 6.324 -6.315 5.692 -0.334
C -0.539 1.021 0.621 -0.369
C 3.206 -8.050 0.518 -0.343
C -8.288 -2.109 -2.155 -0.325
C -7.235 4.164 -5.189 -0.083
C 4.601 -8.159 -0.130 -0.073
C 3.438 -3.177 -3.136 -0.104
C 0.028 0.473 7.188 -0.603
C 0.592 -1.074 1.065 -0.257
C -2.520 6.984 -2.419 -0.304
C 1.915 -1.548 1.675 -0.063
C -0.100 4.042 -6.434 -0.091
C -3.751 -5.704 -1.782 -0.105
C -3.550 7.897 -1.695 -0.082
C 6.587 -7.780 5.969 -0.092
C 3.719 4.121 -1.640 -0.325
C -5.860 4.010 -5.820 -0.342
C -1.047 -2.367 -6.222 -0.348
C -0.296 5.280 -7.296 -0.360
C 2.737 9.621 0.186 -0.079
C -2.411 -1.933 -6.787 -0.085
C -4.325 -5.464 -0.436 -0.332
C 1.460 9.234 0.977 -0.309
C -0.947 -5.337 5.293 -0.302
C 7.216 2.324 3.959 -0.077
H 2.806 -1.143 1.197 0.072
H -9.092 -1.442 -2.465 0.106
H 2.667 -8.993 0.430 0.107
H 0.503 -1.545 0.085 0.112
H 4.577 1.574 3.999 0.079
H 2.640 3.972 -1.670 0.113
H -7.089 -1.628 -3.921 0.071
H -5.212 4.885 1.383 0.059
H 0.610 5.627 -7.793 0.114
H 5.161 -7.232 -0.006 0.070
H 1.741 9.433 2.011 0.107
H -2.814 6.638 -3.410 0.106
H 4.005 1.954 -1.178 0.078
H -4.322 -4.393 -0.233 0.110
H -3.226 -2.630 -6.593 0.070
H -3.709 -7.113 0.425 0.076
H -4.579 5.036 -6.807 0.073
H 3.894 2.324 -2.810 0.078
H 4.060 -2.692 -2.384 0.068
H -5.850 3.168 -6.512 0.106
H 7.337 3.358 3.636 0.065
H -5.481 2.557 0.931 0.105
H -7.497 2.110 1.397 0.096
H -7.243 4.911 -4.396 0.069
H -0.017 -5.141 5.827 0.103
H -0.916 4.434 -8.853 0.095
H -1.090 -2.427 -5.135 0.107
H -6.035 3.450 -0.495 0.111
H 2.619 -7.222 0.121 0.107
H 0.594 9.815 0.657 0.124
H -8.062 4.339 -5.878 0.079
H -2.451 6.082 -1.812 0.103
H 4.815 -4.684 -3.606 0.109
H -0.323 -1.624 -6.556 0.104
H -5.354 -5.823 -0.441 0.111
H 5.444 -6.410 3.958 0.077
H 2.858 -2.382 -3.605 0.066
H 4.070 -1.517 6.369 0.075
H 7.640 -8.047 6.063 0.069
H 2.728 -3.838 -2.639 0.070
H -3.778 8.792 -2.275 0.073
H -2.998 -6.090 5.779 0.064
H 4.426 -8.312 -1.195 0.067
H -1.523 8.512 -2.951 0.077
H 1.981 -1.277 2.729 0.071
H 4.795 -3.295 -4.745 0.104
H 6.840 2.377 4.980 0.071
H 0.566 4.364 -5.632 0.060
H 2.560 9.501 -0.883 0.072
H 0.390 3.145 -6.814 0.072
H 1.604 1.643 8.132 0.165
H -3.184 8.074 -0.684 0.068
H 5.187 -8.998 0.245 0.074
H 7.022 -5.692 6.252 0.111
H 6.192 0.524 3.418 0.117
H 3.442 -5.532 -5.183 0.081
H 0.168 -3.839 -6.516 0.081
H 3.628 9.056 0.461 0.068
H 6.172 -8.069 6.934 0.069
H 6.161 -8.429 5.204 0.075
H 5.115 -0.482 7.278 0.066
H 1.918 -2.633 1.574 0.078
H -3.813 -6.776 -1.974 0.077
H -1.793 -7.094 6.318 0.068
H -0.745 6.097 -6.731 0.113
H -7.312 3.255 -4.593 0.068
H 2.470 -7.596 2.299 0.085
H -0.217 -1.468 1.679 0.124
H -1.271 -4.324 5.053 0.099
H -2.692 -0.991 -6.317 0.065
H -6.116 -2.031 -2.518 0.066
H -1.447 -6.122 3.549 0.080
H -6.416 4.163 2.497 0.069
H -6.903 -0.486 -2.758 0.064
H 8.164 1.795 3.860 0.079
H 3.374 0.200 8.747 0.114
H 6.525 1.655 2.043 0.111
H -1.046 3.701 -6.012 0.072
H 0.823 7.711 0.041 0.086
H 3.056 10.657 0.300 0.076
H -2.139 -5.624 7.209 0.065
H -1.303 0.633 1.294 0.168
H 2.329 -1.068 8.352 0.108
H 5.334 -6.048 6.061 0.102
H -8.246 -2.061 -1.067 0.112
H -2.693 -5.442 -1.762 0.077
H 5.006 4.512 -0.295 0.086
H 4.656 -1.967 8.057 0.081
H -6.958 5.200 1.182 0.071
H -8.918 -3.311 -3.492 0.084
H -5.132 3.687 -5.076 0.100
H 5.379 2.784 -2.044 0.077
H 4.036 4.746 -2.475 0.119
H -4.515 7.427 -1.505 0.067
H -2.335 -1.788 -7.865 0.073
H -4.261 -5.129 -2.555 0.078
```

Output
- energy relative to the best compared isomer or geometry (same formula, charge and spin) (kJ/mol) = 1854.7
- calculated total energy (eV) = -93067.41998
- total charge = +1
- highest occupied orbital energy (eV) = -10.661
- gap between HOMO and LUMO (eV) = 2.81
- F_max (eV Å⁻¹) = 3.620

> Among the records above, which one has the highest total charge?

C10H10N2O4Sn

> Number 2 is which compound?

CH4N2O3P

> What is the formula in the first record?

C10H10N2O4Sn

> Which of these has the lowest calculated total energy?

C36H96F6O18Y